<1>
Below is a 12-piece molecular cluster, C24H72O12S12 overall, with properties calculated with ωB97M-V with the def2-TZVPD basis set.

**HOMO-LUMO gap**: 0.317 Ha
**E_HOMO**: -8.24 eV

Last column: Mulliken charge in e.
CARTESIAN COORDINATES (ANGSTROEM)
C1 9.1489 17.7464 19.3190  -0.6279
S1 10.1571 17.2615 20.6809  0.3109
O1 10.0830 15.7658 20.6925  -0.3639
C2 11.7419 17.7208 19.9221  -0.9090
H1 9.6054 18.6124 18.7980  0.3873
H2 8.1613 17.9422 19.7009  0.3571
H3 9.1931 17.0197 18.5796  -0.1045
H4 12.5617 17.4702 20.6009  0.2222
H5 11.7404 18.7685 19.8368  0.5956
H6 12.0324 17.2818 18.9895  0.2495
C3 9.8274 5.9664 15.9576  -0.8714
S2 9.2123 6.6168 14.3718  0.7559
O2 10.2721 6.8818 13.4405  -0.7362
C4 8.3975 5.0981 13.9185  -1.1557
H7 10.5796 5.1776 15.7499  0.4752
H8 8.9354 5.6334 16.4442  0.3634
H9 10.2385 6.8217 16.4971  -0.0089
H10 8.0124 5.2298 12.9214  0.3600
H11 7.5831 4.8962 14.6341  0.3610
H12 9.0366 4.2199 14.0431  0.3621
C5 9.2293 11.6203 23.0780  -0.9994
S3 8.4257 12.6828 21.7651  0.7771
O3 7.0970 12.0914 21.5374  -0.6845
C6 8.2715 14.2816 22.6859  -0.8076
H13 8.5579 11.4671 23.8832  0.4404
H14 10.1929 12.0510 23.3851  0.2085
H15 9.5087 10.6793 22.6092  0.2551
H16 7.8925 14.1880 23.6687  0.4596
H17 7.6096 14.8661 22.0609  0.3158
H18 9.2738 14.7073 22.6270  -0.0050
C7 16.2812 10.7197 16.5135  -0.4374
S4 17.3881 11.8555 17.2865  0.2947
O4 16.9211 13.2299 16.8897  -0.5652
C8 16.8266 11.5657 18.9722  -0.4513
H19 16.2084 9.8334 17.1862  0.3999
H20 16.6092 10.4486 15.5371  0.4401
H21 15.2432 11.1583 16.6826  -0.2378
H22 17.2461 10.6510 19.3970  0.4664
H23 15.7399 11.6543 19.1139  -0.1027
H24 17.3968 12.3779 19.5384  0.3056
C9 17.1339 15.7014 19.4218  -1.0897
S5 15.5530 15.5273 20.1660  0.7231
O5 15.3715 16.7346 21.0747  -0.7662
C10 14.5213 15.8507 18.6709  0.2650
H25 17.2813 16.5999 18.8704  0.4336
H26 17.2350 14.8044 18.7478  0.1915
H27 17.7048 15.6610 20.3334  0.4005
H28 14.9897 16.7935 18.2412  0.5498
H29 13.4376 16.0227 18.9396  -0.5552
H30 14.5685 15.0210 17.9337  -0.3623
C11 14.2610 12.6320 21.9403  -0.8561
S6 12.9520 13.7705 21.3799  0.7076
O6 11.6653 12.9890 21.6732  -0.4375
C12 13.1515 14.9320 22.7461  -0.9094
H31 14.4039 11.9482 21.1307  0.0229
H32 13.9576 12.0311 22.8171  0.3735
H33 15.1819 13.1603 22.2714  0.3733
H34 13.5786 14.4002 23.6047  0.4202
H35 12.1187 15.2996 22.8388  0.1540
H36 13.9248 15.6819 22.4454  0.3389
C13 8.8352 10.3624 14.9332  0.5612
S7 7.0753 10.3029 14.9183  0.4980
O7 6.5947 11.6153 15.4076  -0.6745
C14 6.7750 10.3845 13.1128  -0.7246
H37 9.1160 10.5137 15.9590  -0.1089
H38 9.2490 11.1833 14.3445  0.3358
H39 9.1435 9.4213 14.5549  -0.5315
H40 5.8404 9.7551 12.8557  0.2823
H41 7.6203 9.8537 12.6350  0.1319
H42 6.7587 11.4349 12.7324  0.2551
C15 13.6376 14.0062 15.8755  -1.0371
S8 13.1783 13.1330 14.4187  0.6122
O8 13.3574 11.6335 14.7935  -0.4726
C16 14.7709 13.7352 13.6708  -0.9713
H43 14.5422 13.4442 16.2364  0.1240
H44 12.9191 13.8720 16.6834  0.3256
H45 13.8008 15.1080 15.7205  0.4991
H46 14.8784 13.3118 12.6252  0.3376
H47 15.6046 13.3958 14.3209  0.1849
H48 14.7236 14.8392 13.4492  0.3819
C17 10.6678 9.6467 10.7291  -0.6543
S9 11.8861 10.5808 11.7120  0.3599
O9 10.9546 11.5084 12.4590  -0.5685
C18 12.5112 9.3815 12.8443  0.2838
H49 10.1597 8.9799 11.4291  0.0077
H50 11.0324 9.0777 9.8423  0.3389
H51 9.8614 10.3710 10.3923  0.3016
H52 11.6583 8.7358 13.1486  -0.1043
H53 12.9656 9.9355 13.6578  -0.3145
H54 13.2665 8.8565 12.2777  0.4360
C19 6.6486 10.0337 19.0682  -0.7813
S10 7.0947 8.3435 18.7854  0.2972
O10 8.1444 8.4307 17.6916  -0.4019
C20 7.8926 8.0921 20.3201  -0.6972
H55 7.4896 10.5633 19.4110  0.0096
H56 5.9973 10.1942 19.9107  0.5017
H57 6.2093 10.4457 18.1760  0.3465
H58 7.4024 8.7655 21.0423  0.2791
H59 8.9660 8.3038 20.1359  0.1260
H60 7.8173 7.0825 20.7836  0.3664
C21 8.4023 14.7936 14.7382  -1.1057
S11 9.5592 14.6821 16.1039  0.9595
O11 10.0653 16.0997 16.3034  -0.7572
C22 8.4869 14.3744 17.4265  -0.7548
H61 7.9120 13.8862 14.4922  0.2284
H62 9.0048 15.0269 13.8284  0.3701
H63 7.6671 15.5582 14.9493  0.3557
H64 7.7666 13.4871 17.2008  0.2632
H65 7.8358 15.2732 17.6121  0.3435
H66 9.0553 14.2106 18.3097  0.0818
C23 12.4452 9.3350 17.5217  -0.2503
S12 12.5849 10.1289 19.0900  0.1470
O12 13.9860 10.5436 19.2003  -0.5826
C24 11.5143 11.5209 18.6688  0.3912
H67 12.7842 8.3527 17.6275  0.5676
H68 13.0126 9.9569 16.8728  -0.1944
H69 11.3898 9.4244 17.1810  -0.0125
H70 11.6580 12.2892 19.4404  -0.4568
H71 10.4595 11.1184 18.6776  0.1033
H72 11.5958 11.8233 17.6136  0.0894

<2>
Below is a 12-piece molecular cluster, C24H72O12S12 overall, with properties calculated with ωB97M-V with the def2-TZVPD basis set.

**HOMO-LUMO gap**: 0.299 Ha
**E_HOMO**: -8.20 eV

Last column: Mulliken charge in e.
CARTESIAN COORDINATES (ANGSTROEM)
C1 -4.1819 2.3573 0.6837  -0.4299
S1 -2.7659 3.4323 0.6507  0.7955
O1 -3.3589 4.8233 0.4397  -0.7373
C2 -2.1159 3.4593 2.3157  -0.7353
H1 -4.6999 2.3493 1.6487  0.4892
H2 -3.8379 1.3513 0.5657  -0.5877
H3 -4.9299 2.4843 -0.0773  0.4619
H4 -1.8569 2.4813 2.5997  -0.1369
H5 -2.9089 3.6763 2.9267  0.6543
H6 -1.1699 3.9233 2.4677  0.1221
C3 5.4371 -3.4487 -1.1933  -0.5629
S2 4.4641 -2.4857 -2.4043  0.4885
O2 4.2161 -3.4217 -3.5883  -0.6690
C4 2.9291 -2.1687 -1.5423  0.4238
H7 4.7831 -3.9027 -0.4323  -0.0883
H8 6.3451 -3.0207 -0.7463  0.1048
H9 5.7461 -4.3387 -1.7553  0.4292
H10 2.4501 -1.4527 -2.1623  0.0071
H11 3.2221 -1.9587 -0.5673  -0.3522
H12 2.1821 -3.0657 -1.4713  0.1102
C5 -2.9539 3.0143 -4.8823  -1.0824
S3 -3.8499 2.8223 -3.3483  0.4451
O3 -2.8999 2.1503 -2.3923  -0.3086
C6 -3.8779 4.5293 -2.8363  -1.0924
H13 -3.1069 2.2053 -5.5423  0.3905
H14 -1.8919 3.0063 -4.7283  0.2072
H15 -3.3019 3.8584 -5.4223  0.5433
H16 -4.5059 5.1643 -3.4713  0.4245
H17 -2.8749 4.9283 -2.8473  0.3417
H18 -4.2759 4.5353 -1.8783  0.3093
C7 2.4041 -4.1467 1.3797  -0.3744
S4 3.0311 -5.7077 1.9467  0.4855
O4 4.5201 -5.7127 1.6437  -0.6738
C8 2.8911 -5.4767 3.6667  -0.9489
H19 3.2121 -3.3977 1.3507  -0.2350
H20 1.6731 -3.7847 2.0657  0.6380
H21 2.0841 -4.3327 0.3247  0.0376
H22 1.7671 -5.4897 3.9137  0.2802
H23 3.3271 -4.4997 3.8897  0.2230
H24 3.3361 -6.1617 4.2477  0.4757
C9 4.9591 -1.3347 2.2197  -0.3563
S5 5.6611 0.1533 1.6187  0.6322
O5 5.9751 0.9833 2.8897  -0.6713
C10 7.2731 -0.5887 1.0927  -0.3967
H25 3.9301 -1.1667 2.5977  0.1828
H26 5.5381 -1.7437 3.0857  0.5623
H27 5.0501 -1.9727 1.4227  -0.2705
H28 7.0651 -1.5187 0.5207  -0.1200
H29 7.8491 -0.9527 1.9947  0.2966
H30 7.9811 0.1333 0.6067  0.3523
C11 0.9571 7.7743 1.3817  -0.9001
S6 1.9901 6.6263 0.5817  0.4530
O6 3.3171 6.6043 1.3497  -0.6637
C12 1.2641 5.0833 1.0517  -0.2820
H31 1.1761 7.6493 2.4357  0.2969
H32 -0.0959 7.6903 1.1667  0.3279
H33 1.3111 8.8153 1.1177  0.3231
H34 1.7691 4.2343 0.5757  0.1798
H35 0.2341 5.0143 0.7477  0.0973
H36 1.3371 4.9013 2.0897  0.0590
C13 -1.3909 -3.2287 0.3057  0.2035
S7 -0.6439 -4.8647 0.3487  0.7404
O7 -0.6709 -5.3607 1.7967  -0.6827
C14 -1.8919 -5.7527 -0.5523  -1.1492
H37 -0.5739 -2.6297 0.6787  -0.4459
H38 -2.2999 -3.1117 0.8827  -0.0713
H39 -1.5179 -2.9337 -0.7543  0.2510
H40 -2.2999 -5.2287 -1.3193  0.3585
H41 -2.8049 -5.9487 0.1107  0.2929
H42 -1.5209 -6.6367 -0.9663  0.4381
C15 -1.3519 -0.2577 -4.9123  -0.1373
S8 0.0161 0.7883 -4.4543  0.5823
O8 1.1721 -0.0417 -3.9383  -0.6504
C16 0.5601 1.2553 -6.0723  -1.1135
H43 -2.1429 0.3543 -5.4373  0.1798
H44 -1.8209 -0.6267 -4.0053  -0.6195
H45 -1.1129 -1.1777 -5.3863  0.6007
H46 1.4711 1.7963 -5.9743  0.4011
H47 -0.2749 1.9093 -6.4653  0.3211
H48 0.6591 0.4423 -6.7993  0.3199
C17 -4.6749 -2.4357 2.9027  -1.1242
S9 -4.4309 -0.8937 2.0267  0.6880
O9 -5.0259 0.1953 2.9187  -0.6967
C18 -2.6999 -0.6077 2.3287  0.9535
H49 -5.6339 -2.6017 3.2067  0.4759
H50 -4.0509 -2.3737 3.7837  0.3314
H51 -4.2739 -3.2087 2.2767  0.3141
H52 -2.4109 -0.4567 3.3997  0.5835
H53 -2.3529 0.3333 1.8817  -0.6927
H54 -2.1539 -1.3457 1.7987  -0.8189
C19 -5.1139 -1.1607 -3.9453  -0.4065
S10 -4.4529 -2.1107 -2.6663  0.4125
O10 -3.2849 -2.7997 -3.4263  -0.6329
C20 -3.7179 -0.8207 -1.7533  1.3604
H55 -5.8179 -0.3627 -3.5233  0.2994
H56 -5.6099 -1.7277 -4.7643  0.4131
H57 -4.2509 -0.6217 -4.3923  -0.1912
H58 -2.8569 -0.4767 -2.2883  -0.9684
H59 -3.4209 -1.3387 -0.8493  -0.5753
H60 -4.3079 0.1333 -1.6633  0.2566
C21 2.8771 2.5233 3.4117  -0.2069
S11 1.6181 2.6433 4.6587  0.2566
O11 0.7641 3.9073 4.3987  -0.6031
C22 0.5841 1.3193 4.1607  -0.2879
H61 3.7651 3.0633 3.6267  0.4602
H62 2.4531 2.7463 2.5237  -0.1034
H63 3.1461 1.5053 3.2947  0.0124
H64 0.4091 1.5363 3.0867  -0.4570
H65 -0.3369 1.4213 4.7497  0.4072
H66 1.0021 0.3503 4.4067  0.4987
C23 -0.4849 0.0113 -0.9213  0.9953
S12 0.8541 0.8693 -0.1583  -0.1955
O12 0.1701 1.9663 0.6417  0.0778
C24 1.2261 -0.4297 1.0507  0.5736
H67 0.0091 -0.7927 -1.5963  0.3440
H68 -0.9749 0.7393 -1.5053  -0.2150
H69 -1.1049 -0.3777 -0.1203  -0.8148
H70 2.1181 -0.3407 1.6577  -0.2885
H71 1.2921 -1.3637 0.5557  -0.1566
H72 0.4021 -0.3317 1.7607  -0.0741

Which structure is the least stable? The one labeled <2>.

<1>
Below is a 2-piece molecular cluster, C2H6BrNOS overall, with properties calculated with ωB97M-V with the def2-TZVPD basis set.

**HOMO-LUMO gap (alpha / beta)**: 0.205 / 0.211 Ha
**E_HOMO (alpha / beta)**: -9.54 / -9.65 eV

Last column: Mulliken charge in e.
CARTESIAN COORDINATES (ANGSTROEM)
C1 -0.6696 0.4723 -1.7046  -1.0289
C2 0.1681 0.6179 1.3399  -0.8409
N1 -0.7320 -1.5657 0.0496  -0.4032
O1 1.5298 -0.5114 -0.6341  -0.5719
S1 0.1553 -0.3751 -0.1901  0.9195
Br1 1.1614 -2.8003 2.2007  -0.1853
H1 -0.5055 1.5823 -1.9063  0.3165
H2 -0.1516 -0.0526 -2.3962  0.3452
H3 -1.6864 0.4782 -1.6827  0.4238
H4 -0.6258 0.3170 1.8943  0.3897
H5 1.0834 0.1372 1.8337  0.2898
H6 0.2727 1.7002 1.1957  0.3456

<2>
Below is a 2-piece molecular cluster, C2H6BrNOS overall, with properties calculated with ωB97M-V with the def2-TZVPD basis set.

**HOMO-LUMO gap (alpha / beta)**: 0.190 / 0.285 Ha
**E_HOMO (alpha / beta)**: -9.52 / -8.92 eV

Last column: Mulliken charge in e.
CARTESIAN COORDINATES (ANGSTROEM)
C1 -0.2458 -0.8355 -1.1005  -0.2076
C2 0.1320 0.5227 1.4071  -0.9610
N1 -0.6783 1.8611 -0.8869  -0.5337
O1 -2.3146 0.2856 0.2018  -0.6529
S1 -0.9092 0.5212 -0.1175  1.0300
Br1 3.3372 -0.6482 -0.4101  -0.0211
H1 -0.4090 -0.6284 -2.2062  0.3573
H2 0.8157 -0.7792 -0.7101  -0.3877
H3 -0.7805 -1.7353 -0.8765  0.3181
H4 1.0655 0.9723 1.0390  0.3229
H5 -0.3998 0.9548 2.2190  0.3473
H6 0.3867 -0.4910 1.4410  0.3885

Which structure is the least stable? The one labeled <1>.

<1>
Below is a 2-piece molecular cluster, C3H7N2O overall, with properties calculated with ωB97M-V with the def2-TZVPD basis set.

**HOMO-LUMO gap (alpha / beta)**: 0.322 / 0.189 Ha
**Total charge**: +2
**E_HOMO (alpha / beta)**: -19.49 / -19.44 eV
**Multiplicity**: 2

Last column: Mulliken spin population.
CARTESIAN COORDINATES (ANGSTROEM)
C1 -0.3939 0.5563 -1.0071  0.3960
C2 -0.2916 1.6700 -0.1367  0.3523
N1 0.6933 1.4354 0.7456  -0.0196
C3 1.2458 0.2068 0.4085  0.2959
N2 0.7010 -0.2253 -0.7261  -0.0705
H1 -1.3273 0.3030 -1.5056  0.0127
H2 -0.8990 2.5661 -0.2446  0.0152
H3 0.7151 1.7473 1.7204  -0.0048
H4 1.9060 -0.4099 1.0128  0.0149
H5 1.3087 -0.7128 -1.4005  -0.0005
H6 -1.5482 -2.3866 -0.3073  -0.0002
H7 -1.3004 -2.4743 1.1295  -0.0004
O1 -0.8096 -2.2760 0.3109  0.0091

<2>
Below is a 2-piece molecular cluster, C3H7N2O overall, with properties calculated with ωB97M-V with the def2-TZVPD basis set.

**HOMO-LUMO gap (alpha / beta)**: 0.329 / 0.189 Ha
**Total charge**: +2
**E_HOMO (alpha / beta)**: -19.63 / -19.48 eV
**Multiplicity**: 2

Last column: Mulliken spin population.
CARTESIAN COORDINATES (ANGSTROEM)
C1 -1.4412 1.1714 -0.0474  0.3351
C2 -1.9635 -0.0833 -0.3318  0.3789
N1 -0.8847 -0.9529 -0.5456  -0.0596
C3 0.1921 -0.1947 -0.5770  0.2970
N2 -0.0640 1.0928 -0.1479  0.0077
H1 -1.8530 2.1602 0.2950  0.0058
H2 -2.9388 -0.4440 -0.5121  0.0010
H3 -1.0083 -1.9005 -0.8204  -0.0015
H4 1.0294 -0.2663 -1.3051  0.0051
H5 0.6543 1.6555 0.2684  -0.0039
H6 2.7242 -1.3796 0.8627  -0.0009
H7 3.0313 -0.3550 1.8304  0.0007
O1 2.5223 -0.5038 1.0307  0.0345

Which structure is the least stable? The one labeled <1>.